(1)
Molecular formula: C4H6ClNO2
Method: DFT, ωB97M-V/def2-TZVPD

XYZ file:
```
14
Properties=species:S:1:pos:R:3:forces:R:3
Cl -0.933593 0.180349 2.746598 0.46 0.00 0.03
O -1.085430 -1.925845 -0.546272 -1.16 -0.56 -0.60
O 0.058519 -0.262327 -2.209910 0.13 0.95 0.73
N 0.265764 -0.213345 0.058734 0.63 1.94 -2.36
C -0.685582 -1.153145 0.256683 1.33 -1.31 2.95
C 1.195296 1.699252 -1.430657 -2.09 -0.71 0.74
C -0.981168 -1.333005 1.781557 -3.48 1.54 -0.87
C 0.435011 0.354420 -1.233806 0.63 -0.81 -1.27
H 0.486329 2.505644 -1.184837 0.11 -0.17 0.32
H 2.039315 1.799048 -0.716771 0.00 -0.02 -1.24
H -2.050561 -1.595145 1.873249 0.28 0.14 -0.60
H 0.661003 0.312027 0.800215 -0.16 0.30 0.92
H 1.184811 1.742197 -2.536846 1.41 0.10 0.71
H -0.589714 -2.110125 2.342063 1.91 -1.39 0.54
```
Forces are in eV/Å.

Properties
orbital gap = 10.265 eV
structure (SMILES) = CC(=O)NC(=O)CCl
ΔE to the lowest compared entry with this formula, charge and spin = 87.6 kJ/mol
total energy = -22352.499 eV
HOMO level = -0.3568 Ha
molar mass = 135.550 g/mol
LUMO energy = 0.56 eV


(2)
Molecular formula: C42H39AsN3O3PS4SbTi
Method: DFT, ωB97M-V/def2-TZVPD

XYZ file:
```
95
Properties=species:S:1:pos:R:3:forces:R:3
Sb 0.225185 -2.492131 3.375234 0.01 -0.13 0.04
As 0.920045 -2.806055 -2.046626 -0.07 -0.15 -0.16
Ti 0.045917 -0.247415 0.646287 0.40 -0.40 0.44
S -0.564549 -4.530081 2.614175 -0.07 0.12 0.08
S -1.252857 -0.728569 2.869282 0.05 0.11 -0.10
S 1.744510 -1.608709 1.768389 0.15 -0.08 -0.15
S 1.066280 -2.497826 5.499440 -0.04 -0.02 -0.04
P -1.733597 1.683755 -1.800871 0.10 -0.28 -0.03
O 0.869015 -1.329733 -1.330680 -0.22 0.37 0.29
O 1.433207 1.007616 -0.087472 0.15 -0.14 -0.41
O 1.924717 2.744494 1.229565 0.11 0.02 -0.13
N 2.160180 1.358122 -2.871812 -0.05 0.03 -0.07
N -2.953814 -0.823077 0.063253 -0.05 -0.22 0.07
N -1.737554 -1.377780 -0.018195 -0.07 0.08 -0.19
C 2.899289 2.707737 -0.941197 -0.01 -0.07 0.12
C -1.926758 -2.685859 -0.066569 0.00 0.10 0.11
C -4.196482 0.746264 -2.698158 0.04 0.10 0.13
C -2.288032 -1.682575 -4.429237 -0.06 -0.02 -0.11
C -1.028188 2.343454 2.112043 0.00 -0.04 0.12
C -2.455887 -2.731459 -5.323768 0.03 0.01 0.02
C 4.204428 -4.108772 -4.330862 0.05 0.03 -0.03
C -0.218488 4.054628 -2.051868 -0.02 -0.04 0.00
C -1.096489 1.665838 0.872947 -0.18 0.03 -0.10
C -0.143560 -5.358375 -1.174236 -0.03 -0.04 -0.09
C -2.575727 3.509852 0.152517 -0.08 0.09 0.04
C -0.820784 2.956233 -4.095755 0.02 -0.02 -0.04
C -1.701987 3.519248 2.370677 0.02 -0.04 0.00
C 0.489638 5.002967 -2.777593 0.02 0.06 -0.01
C 2.992063 -4.086638 -3.661141 -0.06 0.08 0.07
C 2.591328 -2.927136 -3.003028 0.03 -0.07 0.06
C -0.468843 -2.862124 -3.395662 -0.03 0.00 0.04
C 1.878013 -4.621904 -0.075958 0.05 0.01 0.01
C -2.511548 4.103763 1.393723 0.01 -0.03 -0.06
C -3.916829 -1.762689 0.101799 0.03 0.13 -0.01
C -0.114559 -6.530558 -0.433374 -0.02 0.01 -0.04
C -3.945231 3.113622 -2.951413 0.06 -0.05 -0.01
C 0.859263 -4.413544 -0.999023 0.07 -0.01 -0.13
C 0.538392 4.934258 -4.159908 0.02 0.05 -0.02
C -5.215686 3.190030 -3.498026 -0.06 -0.01 -0.02
C -3.418427 1.892367 -2.524311 -0.08 -0.01 -0.12
C -1.296028 -1.743550 -3.461471 0.12 -0.12 0.08
C -3.296420 -2.983565 -0.007952 -0.10 -0.06 0.02
C 2.020643 2.120709 0.181355 -0.04 0.33 0.14
C -1.859094 2.326693 -0.103631 -0.15 0.11 -0.09
C 4.627029 -1.835729 -3.649326 0.06 -0.06 -0.06
C -1.628884 -3.846748 -5.257726 -0.08 0.05 -0.03
C 3.303919 1.764367 -2.065200 0.12 0.07 0.11
C 1.889616 -5.789549 0.667991 0.03 0.01 -0.02
C -0.633964 -3.912435 -4.295576 0.09 0.06 0.11
C -5.470157 0.818013 -3.242777 -0.08 0.02 -0.03
C 5.018830 -2.981835 -4.328926 0.00 0.05 0.02
C 0.902322 -6.744252 0.481336 0.07 -0.05 0.03
C 3.410645 -1.807415 -2.982717 -0.06 -0.08 0.05
C -0.121909 3.904567 -4.819006 0.00 0.01 -0.07
C -0.884942 3.023514 -2.705318 0.07 0.16 0.14
C -5.986470 2.042932 -3.640356 -0.02 -0.02 -0.01
H 3.085510 -0.937627 -2.426312 0.02 0.00 0.03
H -0.909287 -7.256704 -0.544495 -0.02 -0.01 -0.01
H 3.853010 0.922200 -1.612757 -0.04 -0.05 -0.02
H -6.979959 2.104444 -4.068306 0.00 -0.01 0.00
H 1.532435 0.825967 -2.275823 -0.11 -0.04 0.06
H -1.760550 -4.665976 -5.953739 0.00 0.00 -0.01
H -6.052464 -0.088102 -3.362103 -0.02 0.01 -0.01
H -0.238027 4.104566 -0.969813 0.01 0.00 0.00
H -3.064273 5.013819 1.600777 0.00 0.00 -0.01
H 4.011763 2.289171 -2.717941 -0.01 -0.01 0.01
H -4.951195 -1.484258 0.213272 -0.01 -0.03 0.00
H 0.007359 -4.784843 -4.250003 0.01 0.00 0.02
H -3.000461 0.144463 0.352445 0.00 0.10 -0.01
H 5.970088 -3.004386 -4.846824 0.00 0.00 0.00
H 2.362976 3.565505 -1.356061 -0.01 -0.07 -0.01
H -3.234283 -2.680537 -6.075547 0.00 0.00 0.00
H -0.077773 3.833330 -5.899661 0.00 0.00 0.00
H -0.965415 -5.170967 -1.855755 0.02 0.01 -0.02
H -3.174662 3.968674 -0.627011 0.01 -0.01 0.01
H 4.522326 -5.008595 -4.843197 0.00 0.00 0.00
H 1.014048 5.792148 -2.251344 0.00 0.00 -0.01
H 5.269656 -0.964195 -3.626925 0.01 -0.01 -0.01
H -3.750950 -3.957397 0.023920 0.00 -0.01 -0.01
H -3.341199 4.009981 -2.877400 0.00 -0.01 0.02
H 2.451107 0.736765 -3.616878 0.01 0.06 -0.04
H 2.640266 -5.925915 1.434526 -0.01 0.01 -0.01
H -1.157749 -0.931253 -2.753584 0.02 -0.02 -0.02
H 1.097173 5.672356 -4.723554 0.00 -0.01 0.00
H -0.425857 1.906619 2.898598 -0.01 0.05 0.00
H -5.605036 4.149002 -3.819114 -0.01 0.00 0.00
H -3.794657 -0.213818 -2.398825 0.00 -0.01 0.05
H -1.316330 2.142971 -4.616373 -0.01 -0.01 0.00
H -2.931124 -0.811672 -4.480186 0.03 -0.04 -0.03
H 2.375687 -4.978190 -3.631127 -0.02 0.01 0.01
H -1.606034 3.987766 3.344265 0.00 0.00 0.01
H 0.897108 -7.635632 1.095802 0.00 0.01 -0.01
H 2.613057 -3.850009 0.112039 0.01 0.02 0.00
H 3.791669 3.105881 -0.451299 -0.02 -0.03 0.00
H -1.089008 -3.363048 -0.005720 -0.11 0.08 0.01
```
Forces are in eV/Å.

Properties
orbital gap (alpha / beta) = 5.221 / 5.274 eV
spin multiplicity = 2
ΔE to the lowest compared entry with this formula, charge and spin = 154.9 kJ/mol
total energy = -197926.282 eV
HOMO level (alpha / beta) = -0.0557 / -0.0577 Ha
total charge = -2
molar mass = 1037.583 g/mol
LUMO energy (alpha / beta) = 3.70 / 3.70 eV


(3)
Molecular formula: C35H24AsF6NOSTl
Method: DFT, ωB97M-V/def2-TZVPD

XYZ file:
```
70
Properties=species:S:1:pos:R:3:forces:R:3
Tl -0.237403 0.277977 -0.275151 -0.24 0.09 0.38
As -0.616769 -2.242273 -0.815000 0.09 -0.10 -0.62
S 4.427039 1.283992 -0.150051 -0.05 -0.04 0.01
F -1.581246 2.965420 2.001150 -0.03 0.06 -0.07
F -0.731426 -1.103842 2.436450 0.10 0.02 -0.04
F -0.021653 1.499028 2.248757 0.05 -0.04 0.02
F -1.326622 1.987209 3.906750 -0.03 0.01 0.05
F -1.975349 -0.586089 4.125510 -0.03 0.02 0.08
F -2.830792 -1.580141 2.414815 -0.12 -0.05 -0.08
O -2.129705 0.535735 0.743437 0.17 -0.05 -0.13
N 2.163268 0.158617 0.302123 0.03 0.36 -0.09
C 5.521737 -1.069423 0.964098 0.01 -0.02 0.01
C 1.074351 -4.548475 -0.494700 -0.02 0.03 -0.05
C 0.529851 2.124436 -0.979064 0.13 0.30 -0.11
C -0.947426 -2.301701 -3.531051 0.08 -0.01 -0.03
C -3.462883 -2.695347 -3.678241 0.04 0.00 0.04
C 0.937721 -6.091262 1.345113 0.00 -0.02 0.02
C -0.264879 3.147242 -1.469943 0.00 -0.09 -0.01
C -4.655774 -2.922294 -3.009592 -0.01 0.00 -0.01
C 1.402020 -1.963304 -2.990045 0.03 0.02 0.01
C 0.309033 4.373022 -1.786883 -0.01 0.01 -0.02
C 1.894809 2.333961 -0.771158 0.01 -0.17 0.11
C -0.642645 -2.203179 -4.884356 -0.02 0.00 0.05
C -2.290220 -2.515943 -2.954400 -0.08 -0.05 0.04
C -2.356018 -2.554452 -1.555407 -0.02 -0.03 0.05
C -2.276995 0.705388 2.096188 -0.07 -0.05 0.06
C 4.436205 -0.291306 0.574809 -0.04 -0.01 -0.01
C 0.091038 -2.189029 -2.601480 0.00 -0.10 0.10
C -1.308146 1.800674 2.589690 0.06 0.02 0.05
C 1.667321 4.577935 -1.601010 0.03 -0.03 0.02
C 2.701739 1.244385 -0.186645 -0.14 -0.12 -0.07
C 1.689650 -1.876837 -4.344027 0.03 0.00 -0.02
C -1.957453 -0.634662 2.797647 0.10 0.01 0.02
C -3.713133 1.109543 2.434793 0.01 -0.04 0.04
C 0.669659 -1.997355 -5.280196 0.01 0.00 -0.02
C 0.054396 -3.802536 0.082681 -0.12 0.04 0.10
C 1.513043 -5.697610 0.146032 0.03 0.00 -0.01
C 2.461831 3.564800 -1.088100 -0.09 0.00 -0.02
C 2.870317 -1.979857 1.322004 0.02 -0.03 0.05
C 5.260278 -2.304342 1.521433 -0.01 -0.01 0.00
C -0.078850 -5.338497 1.916790 0.01 0.03 0.00
C -0.523634 -4.184667 1.289828 0.04 0.03 0.00
C 3.120831 -0.737310 0.742119 0.07 -0.07 0.09
C -4.699222 -2.972691 -1.622496 -0.03 0.00 0.02
C -3.543391 -2.779721 -0.880556 0.03 0.05 0.01
C 3.946043 -2.753908 1.700295 0.02 -0.01 0.01
H 2.707155 -1.713924 -4.671274 0.01 0.00 0.00
H 3.516013 3.744728 -0.919919 0.03 -0.01 0.01
H 3.772418 -3.720463 2.153098 0.00 -0.01 0.01
H -3.947557 0.961107 3.487662 0.03 0.03 0.04
H 2.109232 5.533850 -1.843235 0.01 0.02 -0.01
H 2.193991 -1.859927 -2.255531 -0.01 0.00 0.00
H -3.449970 -2.667221 -4.758950 0.00 0.00 -0.03
H 1.519620 -4.248796 -1.434928 -0.02 -0.01 0.01
H -5.637185 -3.157124 -1.117719 -0.01 0.00 0.01
H -1.328090 2.999870 -1.603503 -0.02 0.02 -0.01
H 0.901402 -1.926065 -6.333896 0.01 0.00 -0.02
H 6.536531 -0.719637 0.836670 0.01 0.01 0.00
H 1.281200 -6.991415 1.836568 0.01 -0.01 0.01
H -1.420414 -2.284123 -5.631095 -0.02 -0.01 -0.01
H -3.579413 -2.800051 0.200388 0.02 0.02 0.01
H -1.305945 -3.591299 1.745176 -0.02 0.00 -0.01
H -5.564923 -3.063325 -3.577643 -0.01 -0.01 -0.01
H -3.872230 2.154913 2.182597 0.01 -0.01 -0.06
H 1.856785 -2.319169 1.488416 -0.03 0.02 -0.01
H 2.303128 -6.287796 -0.297951 0.01 -0.01 0.00
H -0.525394 -5.646621 2.852056 -0.01 0.00 0.01
H 6.083319 -2.931703 1.833216 0.02 -0.01 0.00
H -0.308892 5.170945 -2.175974 -0.01 0.00 0.00
H -4.376426 0.498636 1.827407 -0.01 -0.02 0.02
```
Forces are in eV/Å.

Properties
orbital gap = 8.314 eV
ΔE to the lowest compared entry with this formula, charge and spin = 47.9 kJ/mol
total energy = -132889.867 eV
HOMO level = -0.4192 Ha
total charge = +1
molar mass = 899.943 g/mol
LUMO energy = -3.09 eV